# 1
48
Properties=species:S:1:pos:R:3:forces:R:3 method="wB97M-V/def2-TZVPD" lumo_energy_ha=0.044 charge=-1 de_lowest_kcal_mol=0.0 e_homo_ev=-2.30 energy_ha=-8940.05159
Zn 0.736 -0.833 1.548 -0.9 0.9 -0.9
Br 3.365 -0.413 5.701 0.0 -0.3 -0.1
C 2.944 -1.976 4.704 -0.2 0.8 -0.3
C 3.361 -3.214 5.160 -0.1 -0.8 -0.3
C 3.044 -4.343 4.438 0.4 -0.2 0.7
Br 3.657 -6.038 5.087 -0.1 0.2 -0.1
C 2.264 -4.282 3.273 -0.1 0.0 -0.1
C 1.836 -5.401 2.529 -0.5 0.4 -0.5
C 1.022 -5.207 1.429 0.6 -0.7 0.7
C 0.658 -3.922 1.067 0.0 1.4 0.0
N 1.071 -2.842 1.729 -0.2 -1.0 -0.1
C 1.850 -3.002 2.827 0.1 -0.6 0.0
C 2.202 -1.804 3.526 0.5 0.3 0.8
O 1.835 -0.650 3.096 0.1 -0.2 0.2
H 3.925 -3.297 6.077 0.0 0.0 0.0
H 2.122 -6.394 2.838 0.0 0.0 0.0
H 0.663 -6.052 0.860 0.0 0.0 -0.1
H 0.012 -3.740 0.219 0.0 0.1 -0.1
C -0.394 0.226 0.480 0.5 -0.9 0.9
C -0.978 0.963 -0.293 -0.3 0.5 -0.6
C -1.578 1.813 -1.228 0.2 -0.2 0.2
C -2.317 1.184 -2.287 0.0 0.0 0.0
C -2.881 -0.092 -2.085 0.0 0.0 0.0
C -3.576 -0.736 -3.083 0.0 0.0 -0.1
C -3.732 -0.143 -4.327 -0.2 -0.1 -0.3
C -3.149 1.094 -4.564 -0.1 0.0 -0.1
C -2.449 1.743 -3.571 0.0 0.0 0.0
C -1.351 3.220 -1.088 0.1 0.0 0.0
C -2.115 4.200 -1.751 -0.1 0.0 -0.1
C -1.841 5.542 -1.609 0.0 0.2 0.0
C -0.820 5.978 -0.778 0.1 0.4 0.1
C -0.101 5.037 -0.054 0.0 0.1 0.0
C -0.356 3.693 -0.205 0.1 0.0 0.0
H -2.769 -0.550 -1.113 0.0 0.0 0.1
H -4.011 -1.710 -2.900 0.0 -0.1 0.1
H -4.290 -0.645 -5.104 -0.1 -0.1 -0.1
H -3.233 1.550 -5.543 0.0 0.0 0.0
H -1.953 2.677 -3.795 0.0 0.0 0.0
H -2.956 3.896 -2.357 0.0 0.0 -0.1
H -2.444 6.268 -2.144 0.0 0.0 0.0
H -0.602 7.034 -0.678 0.0 0.1 0.0
H 0.667 5.366 0.635 0.1 0.0 0.0
H 0.207 2.967 0.364 0.0 0.0 0.1
Cl 2.940 -0.262 -0.005 0.4 -0.1 0.0
C 2.343 0.598 -1.441 -0.5 0.0 0.0
Cl 3.678 1.104 -2.468 0.2 0.1 -0.2
H 1.789 1.475 -1.110 0.0 -0.2 0.0
H 1.706 -0.078 -2.008 0.0 0.1 0.2



# 2
119
Properties=species:S:1:pos:R:3:forces:R:3 method="wB97M-V/def2-TZVPD" lumo_energy_ha=0.010 charge=0 de_lowest_kcal_mol=0.0 e_homo_ev=-9.51 energy_ha=-30846.55044
C 0.949 4.114 -0.279 -0.2 0.2 0.3
C 0.583 2.652 -0.719 -0.8 1.6 0.3
O 1.544 1.679 -0.294 -0.1 -0.3 -0.8
C 2.033 1.069 -1.503 -0.4 -0.5 0.4
C 3.106 -0.047 -1.238 1.4 1.7 0.5
C 3.909 -0.436 -2.523 -0.8 -0.2 -0.7
C 3.149 -0.226 -3.867 0.3 0.1 -0.7
C 3.268 1.218 -4.457 0.8 -1.1 -1.3
S 1.728 1.866 -5.167 -2.7 3.0 1.4
O 0.531 1.242 -4.662 0.7 -1.7 -0.5
O 1.672 3.268 -4.819 1.4 -0.1 -0.6
O 1.717 1.775 -6.785 1.8 -0.8 1.0
O 2.617 -1.179 -0.535 -0.5 0.6 -0.9
C 1.732 -2.002 -1.294 -0.9 -2.1 1.2
C 0.542 -2.395 -0.312 0.0 0.7 0.5
B -0.711 -1.398 -0.375 -0.3 -0.1 -0.4
O -0.816 -0.256 0.381 -0.1 -0.8 -0.5
O -1.794 -1.723 -1.226 0.6 0.6 0.7
C 2.442 -3.367 -1.695 -1.2 0.1 0.0
C 1.998 -3.999 -3.055 1.6 0.0 -0.1
C 2.824 -3.494 -4.283 -0.6 -0.8 -0.3
Br 0.090 -3.868 -3.497 0.5 0.1 0.3
C 4.153 0.616 -0.257 -0.3 -0.5 0.3
O 5.241 -0.274 0.000 -0.4 0.1 -0.3
C 5.146 -0.901 1.265 1.2 -1.1 0.6
C 5.547 -0.008 2.480 -1.8 0.7 -0.1
C 4.357 0.045 3.511 -0.1 0.9 0.3
C 3.796 1.501 3.625 1.5 0.0 -0.2
O 2.804 1.611 4.641 0.6 0.8 -0.7
C 1.556 1.473 4.127 0.7 3.6 -1.3
C 0.881 2.494 3.199 1.1 0.0 -0.5
O 0.950 0.547 4.418 -3.2 -5.0 1.8
C 4.699 1.987 -0.752 1.3 -0.4 1.3
F 4.054 2.969 0.028 0.0 0.0 -0.7
C 6.217 2.196 -0.478 0.0 1.2 -0.6
C 6.668 3.573 -1.123 -0.1 -1.0 0.8
H 0.798 4.833 -1.106 0.2 -0.4 0.2
H 0.295 4.494 0.538 0.6 -0.5 -0.6
H 1.984 4.217 0.090 -0.3 -0.3 -0.4
H 0.467 2.677 -1.823 0.2 -0.3 0.6
H -0.433 2.428 -0.332 0.7 -0.3 0.0
H 1.133 0.693 -2.032 0.6 -0.2 0.0
H 2.432 1.906 -2.104 0.1 -0.6 0.0
H 4.885 0.083 -2.609 -0.5 -0.1 0.3
H 4.164 -1.511 -2.468 -0.1 0.7 0.2
H 2.084 -0.508 -3.852 0.4 0.1 0.3
H 3.626 -0.899 -4.607 -0.3 0.4 0.4
H 4.008 1.178 -5.285 -0.5 0.2 0.3
H 3.647 1.978 -3.760 -0.7 -0.1 -0.3
H 0.822 1.898 -7.107 -0.6 0.0 0.2
H 1.247 -1.513 -2.153 0.7 0.1 0.1
H 0.915 -2.368 0.739 0.2 -0.2 -0.7
H 0.161 -3.414 -0.497 0.3 0.3 -0.2
H -0.072 -0.235 0.981 0.4 0.4 0.2
H -2.280 -2.375 -0.718 -0.5 -0.5 -0.2
H 2.166 -4.102 -0.912 0.3 0.5 -0.3
H 3.542 -3.290 -1.666 -0.4 0.1 -0.2
H 2.210 -5.083 -2.977 -0.4 0.6 0.0
H 2.858 -4.339 -5.004 0.0 0.5 0.3
H 2.313 -2.681 -4.823 0.4 -0.2 0.4
H 3.870 -3.252 -4.023 -0.5 0.0 0.0
H 3.635 0.756 0.711 0.1 0.4 -0.6
H 4.155 -1.372 1.402 0.3 0.5 -0.1
H 5.868 -1.745 1.237 -0.4 0.4 -0.2
H 5.652 1.039 2.120 0.2 -0.6 0.0
H 6.501 -0.274 2.952 -0.4 -0.2 -0.2
H 4.655 -0.256 4.527 -0.1 0.0 -0.4
H 3.500 -0.577 3.203 0.5 -0.1 0.1
H 4.620 2.183 3.911 -0.3 -0.3 -0.1
H 3.429 1.848 2.639 0.1 -0.2 0.4
H 0.034 1.981 2.721 0.3 0.2 0.2
H 1.611 2.757 2.413 -0.5 0.4 0.2
H 0.502 3.386 3.715 0.4 -0.2 0.0
H 4.539 2.188 -1.823 -0.3 0.0 0.4
H 6.427 2.305 0.601 -0.5 -0.5 -0.4
H 6.835 1.378 -0.872 -0.4 0.2 0.2
H 7.068 3.387 -2.134 -0.2 0.4 0.4
H 7.439 4.001 -0.457 -0.1 -0.1 -0.6
H 5.823 4.278 -1.118 0.3 -0.2 -0.2
Br -1.697 4.835 1.875 -0.3 0.0 0.0
C -3.430 4.641 2.736 0.3 0.3 0.1
C -3.690 3.224 3.149 -0.2 -0.2 -0.1
Br -4.188 2.121 1.628 0.1 -0.1 -0.1
H -4.170 5.029 2.043 0.0 -0.1 0.0
H -3.383 5.287 3.611 0.0 0.0 0.0
H -4.540 3.176 3.823 0.0 0.1 0.0
H -2.835 2.746 3.617 0.0 0.1 0.0
Br -4.019 -3.888 1.467 0.1 0.0 -0.1
C -5.316 -3.121 0.233 0.2 0.1 0.1
C -6.719 -3.503 0.613 -0.2 -0.2 -0.3
Br -7.118 -5.342 0.102 0.0 0.1 0.1
H -5.040 -3.452 -0.765 -0.1 -0.1 0.0
H -5.174 -2.046 0.307 0.0 0.0 0.0
H -7.443 -2.896 0.071 0.1 0.0 0.0
H -6.909 -3.423 1.676 0.1 0.0 0.1
Br -7.349 3.763 -1.052 0.0 -0.1 0.1
C -7.375 1.821 -1.179 0.2 0.2 -0.2
C -8.752 1.307 -1.500 -0.1 -0.2 0.2
Br -9.907 1.350 0.069 0.0 0.0 -0.1
H -6.983 1.438 -0.241 -0.1 0.0 0.0
H -6.680 1.581 -1.983 0.0 0.0 0.0
H -8.712 0.260 -1.793 0.1 0.0 0.0
H -9.252 1.877 -2.276 0.1 0.1 0.0
Br -6.670 1.724 4.250 -0.2 -0.2 0.0
C -8.239 1.331 5.336 0.1 0.3 -0.1
C -7.867 1.120 6.779 -0.1 -0.3 0.1
Br -7.071 -0.635 7.053 0.1 0.1 0.0
H -8.725 0.469 4.889 0.1 0.0 0.1
H -8.883 2.202 5.229 0.0 0.0 0.1
H -8.755 1.132 7.408 0.0 0.0 -0.1
H -7.157 1.852 7.149 0.0 0.0 -0.1
Br -2.775 -5.816 -2.209 0.0 -0.1 0.0
C -2.329 -7.342 -1.087 -0.3 0.2 0.0
C -1.394 -6.948 0.024 0.2 -0.2 0.0
Br 0.430 -6.725 -0.627 0.0 0.1 0.0
H -1.921 -8.107 -1.741 0.1 0.0 0.0
H -3.279 -7.685 -0.683 0.0 0.0 0.1
H -1.333 -7.737 0.771 0.0 0.0 0.0
H -1.674 -6.017 0.508 -0.1 0.0 -0.1



# 3
23
Properties=species:S:1:pos:R:3:forces:R:3 method="wB97M-V/def2-TZVPD" lumo_energy_ha=-0.096 charge=0 e_homo_ev=-9.55 energy_ha=-936.68007
O -0.359 -1.368 -2.569 -2.1 1.3 0.7
N -1.403 -0.696 -2.398 0.8 -1.1 -3.1
O -2.170 -0.378 -3.339 1.4 -0.5 2.1
C -1.740 -0.273 -1.075 0.8 -0.1 1.9
C -2.901 0.531 -0.876 -0.5 0.6 1.3
N -3.284 1.011 0.306 -0.6 -0.3 -1.9
C -2.530 0.695 1.358 1.6 -0.2 2.3
N -2.700 1.118 2.644 0.9 -0.9 -1.6
O -1.588 0.610 3.350 0.1 -0.6 -1.9
N -0.746 -0.128 2.473 -0.3 -0.1 -0.9
O 0.303 -0.621 2.856 -1.2 0.6 0.0
C -1.339 -0.110 1.216 -0.5 1.2 2.6
C -0.910 -0.609 0.006 -0.6 -0.2 -1.7
H -3.518 0.782 -1.741 0.2 -0.1 0.3
H -0.039 -1.248 -0.093 -0.1 0.2 -0.1
N 2.045 0.727 -0.334 -0.2 -0.4 -0.4
N 2.829 -0.395 0.036 0.7 0.2 -0.8
C 4.147 -0.302 -0.388 -0.2 0.7 0.4
O 4.667 0.771 -0.674 -0.4 -1.3 0.2
H 1.522 1.003 0.477 0.2 0.7 0.3
H 2.707 1.433 -0.683 -0.5 -0.2 0.5
H 2.353 -1.271 -0.159 0.4 0.1 -0.1
H 4.655 -1.282 -0.393 0.1 0.3 0.0



# 4
70
Properties=species:S:1:pos:R:3:forces:R:3 method="wB97M-V/def2-TZVPD" lumo_energy_ha="-0.125 / -0.124" charge=+1 de_lowest_kcal_mol=3.5 e_homo_ev="-11.45 / -11.45" spin_multiplicity=2 energy_ha=-5548.82102
Ce -1.579 0.919 0.075 -0.4 -1.0 0.0
C -4.497 -1.307 4.933 -0.3 0.0 0.8
C -4.026 -1.415 3.543 -1.7 -1.5 -0.2
C -3.930 -2.530 2.695 0.8 1.8 -0.6
C -3.433 -1.963 1.488 0.3 -1.1 -0.5
N -3.236 -0.661 1.608 -0.6 1.2 -0.3
N -3.763 -0.335 2.833 1.6 0.1 -0.8
C -3.146 -2.605 0.124 2.1 1.1 1.9
H -5.489 -0.876 5.052 -0.4 -0.2 -0.5
H -3.902 -0.542 5.462 0.3 -0.9 0.2
H -4.555 -2.324 5.375 0.4 0.9 0.1
H -4.169 -3.556 2.869 0.0 -0.2 0.3
H -3.858 0.617 3.128 0.3 0.3 0.0
H -2.961 -3.654 0.258 0.2 -0.5 -0.1
H -2.234 -2.089 -0.330 -1.3 -1.1 0.5
H -3.993 -2.480 -0.477 -1.2 0.2 -1.1
F -3.078 4.886 2.713 -0.1 -0.2 0.5
C -2.130 4.762 1.816 0.3 1.3 -1.4
F -2.328 5.683 0.844 -0.7 -0.7 0.0
F -0.948 5.142 2.311 0.3 -0.9 0.8
C -2.092 3.337 1.169 -0.1 1.1 -1.2
O -2.637 2.346 1.730 0.7 0.8 -0.3
O -1.537 3.335 0.004 -0.6 -1.1 1.9
F 5.212 5.640 -1.003 0.4 -0.1 0.3
C 4.743 4.402 -1.130 -0.8 -0.9 -0.7
C 3.802 4.171 -2.110 -2.1 0.3 -1.1
C 3.154 2.899 -2.246 1.5 1.1 1.1
C 3.507 1.843 -1.392 -0.3 0.4 0.0
C 4.495 2.095 -0.431 0.3 -0.5 -0.1
C 5.137 3.341 -0.335 0.7 -0.7 0.8
Sb 2.433 -0.059 -1.476 -0.1 0.8 -0.1
C 1.352 0.320 0.441 0.6 -0.4 0.1
C 0.817 -0.689 1.278 -0.2 0.4 -1.5
C 0.087 -0.409 2.410 -0.4 0.0 0.9
C 0.059 0.906 2.856 1.5 -0.2 -1.7
F -0.380 1.084 4.065 -0.8 1.0 1.0
C 0.653 1.923 2.073 -0.9 1.6 1.9
C 1.280 1.652 0.889 -0.5 -2.3 -0.6
C 3.956 -1.300 -0.712 0.3 -0.6 -0.3
C 4.158 -1.447 0.656 0.1 0.2 -0.3
C 5.101 -2.363 1.125 -0.5 0.3 -0.9
C 5.823 -3.111 0.227 -0.5 0.6 -1.0
F 6.694 -4.002 0.667 0.4 -0.4 0.2
C 5.649 -2.967 -1.154 0.0 -0.6 -0.2
C 4.696 -2.101 -1.637 -0.6 1.2 2.1
H 3.412 5.065 -2.702 0.8 -1.4 0.7
H 2.393 2.787 -2.980 -0.5 0.0 -0.6
H 4.782 1.224 0.202 0.1 1.1 -0.3
H 5.987 3.440 0.346 -0.4 0.2 0.0
H 0.896 -1.709 0.976 0.1 -0.7 -0.2
H -0.417 -1.161 3.040 0.5 0.2 -0.5
H 0.635 2.980 2.408 -0.1 -0.8 0.1
H 1.704 2.356 0.230 0.4 1.3 -0.2
H 3.578 -0.814 1.342 0.4 -0.5 -0.1
H 5.213 -2.540 2.149 0.3 -0.1 1.4
H 6.177 -3.609 -1.856 0.2 0.1 0.3
H 4.522 -1.942 -2.670 0.0 -0.2 -0.9
Br -1.328 -3.555 -6.571 0.2 0.1 0.0
C -2.442 -2.582 -5.396 0.7 -0.9 0.1
C -3.798 -2.657 -5.610 -0.2 0.4 1.1
N -4.593 -2.102 -4.701 -1.8 -0.4 -1.0
C -4.173 -1.386 -3.694 1.1 0.4 0.4
C -2.798 -1.230 -3.453 0.5 -0.3 1.1
C -1.917 -2.009 -4.243 -2.4 1.5 -0.6
C -2.333 -0.451 -2.197 -1.6 -0.8 -1.9
O -3.129 0.444 -1.697 1.7 -0.9 0.0
O -1.227 -0.781 -1.690 0.1 1.0 0.5
H -4.240 -3.248 -6.413 0.1 0.4 0.1
H -4.913 -0.974 -2.999 0.2 0.0 -0.4
H -0.893 -2.065 -4.100 1.8 0.1 0.6